[1]
H4O2 | ωB97M-V with the def2-TZVPD basis set

Geometry (Å):
1 O -1.0529 0.0950 0.4457
2 O 1.6716 -0.3203 -0.4962
3 H 0.7616 -0.3275 -0.1456
4 H 1.5825 -0.0125 -1.4030
5 H -1.6654 0.8221 0.2891
6 H -1.2974 -0.2568 1.3101

The spin multiplicity is 1. The SMILES is O.O. The calculation puts the frontier orbital gap at 11.42 eV.



[2]
H4O2 | ωB97M-V with the def2-TZVPD basis set

Geometry (Å):
1 O -1.2451 -0.0759 -0.0891
2 O 1.4486 0.0392 0.1136
3 H 0.6122 0.2467 -0.3140
4 H -1.4969 -0.5179 0.6732
5 H 1.9143 -0.5641 -0.4657
6 H -1.2332 0.8719 0.0820

The spin multiplicity is 1. The SMILES is O.O. The calculation puts the frontier orbital gap at 11.84 eV.



[3]
H4O2 | ωB97M-V with the def2-TZVPD basis set

Geometry (Å):
1 O -0.5925 1.5671 -0.4203
2 O 0.5571 -1.4181 0.3542
3 H -0.6198 0.5847 -0.1677
4 H -0.9685 1.9534 0.3995
5 H 1.4699 -1.4807 0.4643
6 H 0.4023 -2.2499 -0.1670

The spin multiplicity is 1. The SMILES is O.O. The calculation puts the frontier orbital gap at 11.78 eV.



[4]
H4O2 | ωB97M-V with the def2-TZVPD basis set

Geometry (Å):
1 O 1.2472 -0.3833 -0.4267
2 O -1.6575 0.8794 -0.0473
3 H -1.7274 0.8229 0.8663
4 H 0.8190 -1.2643 -0.1398
5 H -0.8582 0.3490 -0.2148
6 H 2.1768 -0.4036 -0.0377

The spin multiplicity is 1. The SMILES is O.O. The calculation puts the frontier orbital gap at 11.76 eV.



[5]
H4O2 | ωB97M-V with the def2-TZVPD basis set

Geometry (Å):
1 O -1.7141 -0.0834 -0.0352
2 O 1.5069 -0.0006 0.0033
3 H -0.8012 -0.3172 0.3621
4 H 2.0678 0.7921 0.0111
5 H 2.1363 -0.6917 -0.1188
6 H -1.7454 0.8884 0.0005

The spin multiplicity is 1. The SMILES is O.O. The calculation puts the frontier orbital gap at 11.59 eV.



[6]
H4O2 | ωB97M-V with the def2-TZVPD basis set

Geometry (Å):
1 O -0.4331 -0.5200 -1.0143
2 O 0.3673 0.8755 1.1625
3 H -1.2974 -0.9548 -1.1393
4 H 1.3652 1.0392 1.1387
5 H 0.0111 0.7400 0.3110
6 H -0.0131 -1.1799 -0.4584

The spin multiplicity is 1. The SMILES is O.O. The calculation puts the frontier orbital gap at 11.82 eV.